DFT (the ωB97M-V functional and the def2-TZVPD basis) results for C6H34Cl6N12O35Zn as an isolated structure.

The highest occupied orbital energy is -0.835 eV. Its total charge is -4. Its spin multiplicity is 1. As for the LUMO energy: 6.904 eV. For the orbital gap, the calculation gives 7.74 eV.

```
94
Properties=species:S:1:pos:R:3:lowdin_charge:R:1
Zn 0.346 -15.063 9.727 0.6025
Cl 1.024 -15.459 15.085 0.6409
O -0.152 -15.199 14.297 -0.3460
O 1.166 -14.549 16.196 -0.3663
O 0.868 -16.751 15.705 -0.3955
O 2.203 -15.486 14.234 -0.4017
Cl 2.486 -10.430 11.469 0.6485
O 2.076 -9.449 10.545 -0.3632
O 2.665 -9.707 12.737 -0.3583
O 1.508 -11.522 11.578 -0.3654
O 3.656 -10.947 10.813 -0.3297
Cl 3.826 -13.475 5.878 0.6073
O 4.199 -13.930 4.542 -0.3924
O 2.918 -12.403 5.811 -0.3670
O 3.059 -14.528 6.464 -0.3695
O 4.985 -13.125 6.666 -0.3709
Cl 1.213 -18.636 5.737 0.5701
O 0.718 -19.293 6.870 -0.3420
O 0.208 -17.605 5.518 -0.4069
O 2.481 -17.963 6.023 -0.3606
O 1.388 -19.410 4.646 -0.3160
Cl -4.114 -17.203 11.207 0.6192
O -5.193 -17.268 10.310 -0.3034
O -2.991 -17.933 10.717 -0.3838
O -3.659 -15.886 11.456 -0.3419
O -4.412 -17.832 12.463 -0.3588
Cl -3.924 -11.620 9.234 0.6500
O -3.868 -11.063 7.903 -0.3999
O -4.379 -12.991 9.092 -0.3882
O -2.565 -11.741 9.840 -0.3877
O -4.795 -10.883 10.124 -0.3747
O 0.656 -15.936 7.919 -0.0253
H 0.532 -16.663 7.308 0.0214
H 0.897 -15.195 7.364 0.0354
O -3.193 -13.109 12.949 -0.0404
H -2.944 -12.913 12.046 0.0180
H -3.676 -13.933 12.891 0.0304
O -0.139 -16.986 10.397 -0.0004
H -1.012 -17.233 10.702 0.0385
H 0.338 -17.814 10.339 0.0861
O -1.686 -14.956 9.565 -0.0254
H -2.019 -14.324 8.928 0.0412
H -2.454 -15.204 10.081 0.0305
O 0.192 -14.255 11.580 -0.0139
H -0.338 -14.461 12.350 0.0429
H 0.679 -13.468 11.828 0.0326
C -0.557 -11.413 14.759 -0.8096
O -1.458 -11.449 15.556 0.0136
N 0.642 -10.961 14.987 0.1777
N -0.746 -11.827 13.545 0.1912
H 0.839 -10.469 15.847 0.1078
H 1.324 -11.097 14.255 0.0748
H -1.671 -12.165 13.321 0.0665
H -0.142 -11.542 12.788 0.0725
C 5.389 -13.252 12.720 -0.7623
O 6.112 -12.312 12.464 0.0133
N 5.841 -14.449 13.052 0.1371
N 4.078 -13.119 12.981 0.1976
H 5.219 -15.238 13.159 0.0857
H 6.814 -14.406 12.786 0.1001
H 3.720 -12.179 12.879 0.0667
H 3.499 -13.914 13.211 0.0687
C -3.646 -18.210 6.887 -0.7663
O -4.684 -18.763 7.177 0.0096
N -3.127 -17.965 5.705 0.1566
N -2.827 -17.684 7.787 0.1916
H -2.227 -17.512 5.640 0.0754
H -3.616 -18.390 4.930 0.0991
H -2.093 -17.060 7.486 0.0841
H -3.045 -17.977 8.729 0.0665
C -1.738 -14.476 5.538 -0.7691
O -1.607 -14.730 6.732 0.0229
N -2.569 -13.712 4.915 0.1849
N -0.680 -14.603 4.834 0.1928
H -3.436 -13.460 5.367 0.1291
H -2.558 -13.671 3.906 0.1079
H 0.190 -14.917 5.240 0.1202
H -0.668 -14.138 3.938 0.1126
C 3.542 -15.160 10.248 -0.6578
O 2.353 -14.992 9.977 0.0462
N 3.996 -15.903 11.184 0.1685
N 4.547 -14.887 9.423 0.2044
H 4.918 -16.307 11.098 0.1164
H 3.333 -16.282 11.845 0.1229
H 5.522 -15.152 9.446 0.1164
H 4.266 -14.465 8.549 0.0760
C 0.375 -12.226 8.245 -0.7151
O 0.515 -13.261 8.842 0.0550
N -0.455 -12.076 7.188 0.1987
N 0.992 -11.178 8.450 0.2353
H -0.334 -11.317 6.532 0.1094
H -1.061 -12.864 7.007 0.0631
H 1.657 -11.119 9.208 0.0827
H 0.877 -10.336 7.904 0.1379
```

=====

DFT (the ωB97M-V functional and the def2-TZVPD basis) results for C35H58N3OP2Tc as an isolated structure.

The highest occupied orbital energy (alpha / beta) is -16.444 / -17.557 eV. Its total charge is +3. Its spin multiplicity is 4. As for the LUMO energy (alpha / beta): -8.450 / -11.548 eV. For the orbital gap (alpha / beta), the calculation gives 7.99 / 6.01 eV. As for the energy above the lowest of the compared OMol25 structures with the same formula, charge and spin: 0.2976 eV.

```
100
Properties=species:S:1:pos:R:3:mulliken_spin:R:1
C -0.718 -2.488 -1.884 0.0221
C 1.548 -2.322 -1.271 0.1828
C -0.463 -3.629 -2.638 0.1567
C 1.809 -3.576 -1.880 0.2151
C 0.800 -4.220 -2.567 -0.0224
H -1.280 -4.050 -3.219 0.0000
H 2.819 -3.975 -1.794 0.0002
H 0.974 -5.178 -3.055 0.0032
N 0.248 -1.898 -1.170 -0.0225
P -2.395 -0.876 -0.311 -0.1019
P 2.355 0.224 -0.213 -0.1247
C -2.078 -1.818 -1.889 0.0089
H -2.127 -1.131 -2.745 0.0096
H -2.856 -2.570 -2.054 -0.0054
C 0.007 1.592 0.949 -0.0932
O 0.061 2.619 1.525 0.0882
C 2.532 -1.444 -0.770 0.4281
H 3.549 -1.843 -0.738 -0.1261
C 3.384 0.994 -1.697 0.0385
C 3.489 0.530 1.332 0.0847
C -3.659 0.505 -0.719 0.0230
C -3.242 -2.292 0.628 0.0066
C 2.925 2.445 -1.779 0.0105
H 3.132 3.016 -0.868 -0.0018
H 3.434 2.942 -2.618 0.0056
H 1.846 2.473 -1.958 -0.0036
C 4.914 0.921 -1.579 0.0099
H 5.331 1.464 -0.726 0.0006
H 5.274 -0.114 -1.567 0.0003
H 5.335 1.390 -2.483 0.0019
C 3.045 0.253 -2.994 0.0188
H 3.511 0.779 -3.841 0.0007
H 3.420 -0.777 -2.995 -0.0095
H 1.964 0.220 -3.173 -0.0086
C 3.872 2.020 1.410 0.0040
H 2.968 2.639 1.497 -0.0001
H 4.472 2.170 2.321 0.0006
H 4.464 2.384 0.568 0.0002
C 2.761 0.235 2.642 0.0187
H 1.872 0.862 2.772 -0.0003
H 2.465 -0.812 2.719 0.0096
H 3.445 0.447 3.480 0.0014
C 4.700 -0.407 1.297 -0.0058
H 5.360 -0.253 0.442 0.0008
H 5.300 -0.224 2.200 0.0000
H 4.384 -1.457 1.304 0.0018
C -3.568 -1.773 2.030 -0.0007
H -4.121 -2.556 2.570 0.0007
H -2.653 -1.556 2.590 0.0018
H -4.185 -0.866 2.023 0.0003
C -2.269 -3.471 0.742 -0.0106
H -2.069 -3.947 -0.225 0.0001
H -1.317 -3.172 1.189 0.0104
H -2.719 -4.230 1.400 0.0003
C -4.523 -2.841 -0.044 -0.0004
H -4.713 -3.840 0.376 -0.0002
H -5.407 -2.235 0.175 0.0001
H -4.440 -2.961 -1.129 0.0005
C -3.564 0.807 -2.215 -0.0074
H -3.993 0.009 -2.836 0.0006
H -4.129 1.728 -2.434 -0.0004
H -2.522 0.973 -2.506 0.0086
C -3.238 1.756 0.069 0.0058
H -2.230 2.094 -0.208 0.0004
H -3.942 2.570 -0.161 0.0004
H -3.260 1.576 1.152 0.0004
C -5.123 0.192 -0.390 0.0024
H -5.524 -0.614 -1.015 0.0000
H -5.284 -0.038 0.669 0.0002
H -5.714 1.095 -0.617 -0.0006
Tc -0.042 -0.044 0.023 1.9788
N -0.184 0.728 -1.681 -0.0875
C 0.085 1.182 -2.736 0.2659
C -0.110 2.209 -3.863 0.0144
C 0.975 2.033 -4.920 0.0149
C -1.450 1.984 -4.552 0.0091
C -0.040 3.627 -3.292 0.0127
H 1.974 2.247 -4.522 -0.0010
H 0.961 1.010 -5.320 -0.0008
H 0.783 2.730 -5.747 -0.0005
H -2.283 2.334 -3.933 -0.0020
H -1.492 2.549 -5.494 0.0017
H -1.582 0.920 -4.791 -0.0003
H -0.232 4.361 -4.086 0.0016
H -0.792 3.771 -2.504 0.0008
H 0.949 3.846 -2.876 0.0004
C 0.135 -2.862 5.986 -0.0015
C 0.069 -2.205 4.641 0.0104
C -0.545 -0.970 4.445 -0.0003
C -0.613 -0.416 3.168 0.0345
N -0.057 -1.023 2.089 -0.1478
C 0.559 -2.222 2.277 0.0908
C 0.625 -2.831 3.527 0.0214
H 1.172 -3.083 6.270 0.0016
H -0.302 -2.213 6.751 -0.0001
H -0.409 -3.816 5.991 0.0017
H -0.988 -0.423 5.274 0.0002
H -1.135 0.531 3.001 -0.0036
H 1.026 -2.687 1.402 -0.0555
H 1.123 -3.795 3.609 0.0004
```

=====

DFT (the ωB97M-V functional and the def2-TZVPD basis) results for C4H10O4 as an isolated structure.

The highest occupied orbital energy (alpha / beta) is -10.481 / -8.129 eV. Its spin multiplicity is 1. As for the LUMO energy (alpha / beta): -0.876 / -2.222 eV. For the orbital gap (alpha / beta), the calculation gives 9.60 / 5.91 eV. As for the energy above the lowest of the compared OMol25 structures with the same formula, charge and spin: 6.2447 eV.

```
18
Properties=species:S:1:pos:R:3:nbo_charge:R:1
O 2.594 1.135 4.574 -0.4053
H 1.836 0.540 4.722 0.4061
H -0.883 -0.972 4.162 0.1240
C -1.801 -1.315 4.723 0.5409
C -2.466 -0.898 2.844 0.2359
C -1.417 -1.589 2.075 -0.7036
O -3.730 -1.357 2.860 -0.7006
O -2.098 -2.503 4.882 -0.6399
O -2.317 -0.288 5.421 -0.5558
C -2.343 -0.375 6.849 -0.2554
H -2.369 0.178 3.041 0.1771
H -0.414 -1.204 2.277 0.2177
H -1.429 -2.639 2.383 0.2407
H -1.618 -1.491 1.011 0.2378
H -3.806 -2.075 3.535 0.5044
H -3.190 0.260 7.118 0.2008
H -2.464 -1.393 7.215 0.1996
H -1.399 0.008 7.229 0.1757
```